Computed, not measured: a structure of composition C18H17F6N5O6S3V, with the ωB97M-V functional and the def2-TZVPD basis.

- Energy relative to the best compared isomer or geometry (same formula, charge and spin): 0.147 eV
- LUMO energy (spin up / spin down): -0.765 / -0.985 eV
- M: 660.5 g mol⁻¹
- Gap between HOMO and LUMO (spin up / spin down): 6.25 / 7.19 eV
- HOMO level (spin up / spin down): -7.02 / -8.18 eV
- 2S+1: 4

Each line ends with the natural charge from an NBO analysis.
Element x y z (Å)
1 V 0.707 -0.530 -0.074  1.25
2 C 1.680 1.552 -3.713  -0.68
3 C 1.141 0.633 -2.668  0.31
4 N 1.198 0.910 -1.406  -0.32
5 N 1.873 2.085 -1.042  -0.47
6 C 1.111 3.170 -0.682  0.26
7 N 1.730 4.003 0.191  -0.79
8 S -0.372 3.470 -1.338  -0.21
9 C 0.447 -0.625 -2.963  0.13
10 C 0.114 -1.036 -4.252  -0.20
11 C -0.635 -2.183 -4.427  -0.16
12 C -1.050 -2.897 -3.310  -0.23
13 C -0.679 -2.444 -2.062  0.07
14 N 0.061 -1.346 -1.887  -0.46
15 H 1.298 2.558 -3.536  0.27
16 H 2.769 1.590 -3.652  0.25
17 H 1.405 1.247 -4.717  0.22
18 H 2.667 1.860 -0.453  0.39
19 H 2.382 3.621 0.859  0.39
20 H 1.177 4.783 0.502  0.42
21 H 0.429 -0.459 -5.108  0.23
22 H -0.904 -2.511 -5.421  0.23
23 H -1.653 -3.789 -3.404  0.23
24 H -0.973 -2.954 -1.153  0.22
25 F 1.010 0.875 5.440  -0.30
26 C 1.144 1.377 4.222  0.74
27 F 0.276 2.367 4.058  -0.30
28 F 2.378 1.867 4.087  -0.31
29 S 0.892 0.054 2.962  2.27
30 O 1.198 0.735 1.699  -0.95
31 O 1.750 -1.014 3.352  -0.89
32 N -0.619 -0.267 3.137  -1.23
33 S -1.719 -0.311 2.030  2.29
34 O -1.228 0.068 0.712  -0.94
35 O -2.549 -1.462 2.130  -0.89
36 C -2.796 1.112 2.488  0.73
37 F -2.101 2.243 2.450  -0.31
38 F -3.277 0.939 3.714  -0.30
39 F -3.809 1.197 1.634  -0.30
40 C 0.218 -4.440 1.809  -0.71
41 C 0.958 -3.321 1.125  0.62
42 O 0.315 -2.261 0.985  -0.68
43 C 2.312 -3.489 0.670  -0.27
44 C 2.954 -4.737 0.860  -0.13
45 C 4.251 -4.954 0.492  -0.29
46 C 4.973 -3.894 -0.086  -0.15
47 C 4.395 -2.673 -0.287  -0.28
48 C 3.040 -2.416 0.067  0.43
49 O 2.570 -1.241 -0.179  -0.75
50 H -0.747 -4.059 2.134  0.25
51 H 0.772 -4.815 2.670  0.24
52 H 0.072 -5.275 1.121  0.23
53 H 2.394 -5.543 1.315  0.21
54 H 4.718 -5.916 0.647  0.21
55 H 6.006 -4.046 -0.376  0.21
56 H 4.948 -1.855 -0.730  0.22

Atomic forces in eV per Å
0.0 -0.4 0.8
0.0 0.0 -0.1
0.0 0.3 -0.1
0.1 -0.1 -0.1
0.1 0.1 0.0
0.0 0.0 0.0
0.0 0.0 0.0
-0.1 0.0 0.0
-0.2 -0.1 -0.3
0.1 0.1 0.0
0.0 -0.1 0.0
0.0 0.0 0.0
0.1 0.0 0.1
0.0 0.3 0.0
0.0 0.0 0.0
0.0 0.0 0.0
0.0 0.0 0.0
-0.1 0.0 0.1
0.0 0.0 0.0
0.0 0.0 0.0
0.0 0.0 0.0
0.0 0.0 0.0
0.0 0.0 0.0
0.0 0.0 0.0
0.0 0.0 0.0
0.0 -0.1 -0.1
0.0 0.0 0.0
0.1 0.0 0.0
0.1 0.2 0.0
0.1 -0.2 -0.1
0.1 0.0 0.1
-0.1 -0.1 0.3
-0.2 0.0 0.0
0.0 0.0 -0.4
0.0 0.0 0.0
0.1 0.0 0.0
0.0 0.1 0.0
0.0 0.0 0.1
0.0 0.0 -0.1
0.0 0.0 0.0
0.0 0.0 0.1
-0.1 0.1 -0.2
0.0 0.0 0.0
0.0 0.0 0.0
0.0 0.0 0.0
0.0 0.0 0.0
0.0 0.0 0.0
0.1 0.0 0.0
-0.1 0.1 -0.1
0.0 0.0 0.0
0.0 0.0 0.0
0.0 0.0 0.0
0.0 0.0 0.0
0.0 0.0 0.0
0.0 0.0 0.0
0.0 0.0 0.0

***

Computed, not measured: a structure of composition C39H41B3IN8O7P in a non-equilibrium geometry, with the ωB97M-V functional and the def2-TZVPD basis.

- Energy relative to the best compared isomer or geometry (same formula, charge and spin): 1.690 eV
- LUMO energy: -1.017 eV
- M: 924.1 g mol⁻¹
- Gap between HOMO and LUMO: 7.41 eV
- HOMO level: -8.42 eV

Each line ends with the Löwdin charge.
Element x y z (Å)
1 O 0.093 1.318 -0.475  0.20
2 C 0.141 1.779 -1.541  -0.30
3 N -0.145 1.991 -2.726  0.31
4 B 0.730 1.224 -3.643  -0.54
5 O 1.692 1.854 -4.480  0.28
6 B 2.830 1.036 -4.686  -0.46
7 C 3.907 1.505 -5.807  -0.04
8 C 5.271 1.856 -5.050  -0.08
9 C 5.896 3.221 -5.488  -0.44
10 O 6.794 3.240 -6.290  0.09
11 O 5.366 4.415 -4.964  0.05
12 O 3.134 -0.154 -3.969  0.22
13 B 1.972 -0.612 -3.299  -0.70
14 P 2.001 -1.751 -1.740  0.53
15 O 3.218 -1.206 -0.677  -0.39
16 I 2.587 -3.983 -2.592  0.50
17 O 0.671 -0.205 -3.749  0.22
18 H 4.027 0.677 -6.559  0.12
19 H 3.519 2.416 -6.343  0.11
20 H 5.050 1.863 -3.945  0.13
21 H 6.006 1.045 -5.279  0.13
22 H 4.709 4.764 -5.602  0.12
23 H 2.888 -0.454 -0.147  0.05
24 N 1.585 -4.699 0.413  0.00
25 C 0.989 -3.637 0.970  -0.18
26 C 0.041 -3.724 1.977  -0.07
27 C -0.317 -4.982 2.434  -0.08
28 C 0.283 -6.097 1.873  -0.07
29 C 1.223 -5.902 0.874  -0.17
30 H 1.297 -2.676 0.579  0.03
31 H -0.406 -2.829 2.392  0.10
32 H -1.055 -5.092 3.220  0.10
33 H 0.030 -7.095 2.205  0.10
34 H 1.723 -6.745 0.408  0.10
35 N 4.016 -7.324 2.441  0.06
36 C 4.613 -6.715 1.410  -0.15
37 C 5.899 -7.005 0.982  -0.07
38 C 6.611 -7.980 1.662  -0.08
39 C 6.016 -8.624 2.735  -0.08
40 C 4.723 -8.262 3.081  -0.16
41 H 4.016 -5.957 0.912  0.08
42 H 6.330 -6.482 0.139  0.10
43 H 7.620 -8.235 1.359  0.10
44 H 6.542 -9.390 3.290  0.10
45 H 4.214 -8.740 3.911  0.10
46 N -0.405 6.429 -1.361  0.05
47 C -0.638 5.144 -1.654  -0.16
48 C -1.790 4.466 -1.286  -0.08
49 C -2.755 5.156 -0.570  -0.08
50 C -2.537 6.486 -0.253  -0.07
51 C -1.352 7.073 -0.671  -0.15
52 H 0.149 4.648 -2.213  0.09
53 H -1.928 3.427 -1.552  0.08
54 H -3.669 4.661 -0.263  0.09
55 H -3.268 7.056 0.306  0.10
56 H -1.137 8.114 -0.450  0.10
57 N -5.075 3.238 2.192  0.06
58 C -4.014 2.532 1.782  -0.16
59 C -3.967 1.147 1.764  -0.07
60 C -5.084 0.451 2.201  -0.09
61 C -6.195 1.157 2.633  -0.10
62 C -6.141 2.542 2.607  -0.14
63 H -3.165 3.123 1.453  0.09
64 H -3.082 0.628 1.419  0.10
65 H -5.088 -0.634 2.205  0.11
66 H -7.081 0.647 2.980  0.07
67 H -6.986 3.139 2.932  0.10
68 N -8.955 0.342 1.614  0.05
69 C -10.234 0.676 1.827  -0.14
70 C -11.311 -0.063 1.363  -0.07
71 C -11.051 -1.213 0.634  -0.08
72 C -9.736 -1.579 0.399  -0.07
73 C -8.731 -0.772 0.910  -0.14
74 H -10.386 1.585 2.399  0.11
75 H -12.325 0.254 1.568  0.10
76 H -11.866 -1.817 0.254  0.11
77 H -9.495 -2.469 -0.166  0.10
78 H -7.685 -1.019 0.755  0.10
79 N -7.451 -0.587 7.472  0.05
80 C -6.832 -0.051 6.414  -0.15
81 C -5.548 -0.390 6.018  -0.07
82 C -4.861 -1.337 6.762  -0.08
83 C -5.481 -1.906 7.864  -0.08
84 C -6.769 -1.500 8.173  -0.16
85 H -7.408 0.687 5.866  0.10
86 H -5.097 0.075 5.151  0.09
87 H -3.854 -1.629 6.486  0.10
88 H -4.976 -2.648 8.469  0.10
89 H -7.297 -1.919 9.023  0.10
90 N 11.580 5.354 -4.305  0.05
91 C 10.299 5.663 -4.073  -0.16
92 C 9.228 4.919 -4.544  -0.07
93 C 9.498 3.791 -5.303  -0.08
94 C 10.817 3.451 -5.559  -0.07
95 C 11.815 4.260 -5.039  -0.16
96 H 10.139 6.555 -3.477  0.10
97 H 8.211 5.215 -4.323  0.10
98 H 8.688 3.184 -5.690  0.07
99 H 11.066 2.578 -6.149  0.10
100 H 12.863 4.034 -5.209  0.10

Atomic forces in eV per Å
1.0 1.1 0.4
-2.6 -1.7 -1.2
2.2 -0.2 0.4
-0.1 0.0 -1.6
-0.1 -1.9 1.6
1.1 0.6 -1.7
-0.5 0.5 0.4
-0.2 0.0 0.4
-0.1 -0.8 -0.7
-1.0 0.3 0.6
-0.4 -1.1 -0.6
-2.7 1.5 0.5
0.9 -0.7 -1.7
-0.9 -0.2 1.7
-0.2 0.0 -1.2
0.4 0.9 -0.3
1.8 1.6 1.7
0.2 0.9 0.7
0.3 -1.0 0.4
0.5 0.1 -1.0
-0.5 0.9 0.4
0.6 -0.1 0.4
0.0 -0.6 -0.3
-0.4 -0.1 0.7
0.2 -0.3 -0.1
0.0 -0.1 0.0
-0.1 0.0 0.1
-0.1 0.0 0.0
0.2 0.2 -0.3
-0.1 0.0 0.1
0.0 0.0 0.0
0.0 0.0 0.0
0.1 0.0 0.0
-0.1 -0.1 0.1
0.4 -0.1 -0.1
-0.3 0.0 0.2
0.0 -0.1 0.1
0.1 0.0 0.0
0.0 0.0 -0.1
-0.3 0.2 -0.1
0.1 0.0 0.0
0.0 0.0 0.0
0.0 0.0 0.0
0.0 0.0 0.0
0.1 0.0 0.0
-0.4 -0.2 0.1
0.2 0.3 0.0
0.0 0.1 0.1
-0.2 -0.1 0.1
0.0 -0.1 0.0
0.3 0.0 -0.2
-0.1 0.0 0.0
-0.1 0.1 0.0
0.0 0.1 0.0
0.0 0.0 0.0
-0.1 0.0 0.0
0.0 -0.4 -0.1
-0.2 0.3 0.1
0.0 0.0 0.0
0.0 -0.1 0.0
0.2 -0.1 0.2
0.3 0.3 -0.1
0.1 -0.1 0.0
0.0 0.0 0.0
0.0 0.0 0.0
0.0 0.1 -0.1
0.0 -0.1 0.0
-0.6 -0.3 -0.2
0.4 0.0 0.0
0.0 0.0 0.0
-0.1 -0.1 0.0
-0.1 0.0 0.0
0.1 0.3 0.2
-0.1 0.0 0.0
0.0 0.0 0.0
0.0 0.0 0.0
0.0 0.0 0.0
0.0 0.0 0.0
0.4 -0.1 -0.1
-0.3 -0.1 0.2
0.1 0.0 0.0
0.1 0.0 0.0
0.0 0.0 -0.1
-0.3 0.2 -0.1
0.1 0.0 0.0
0.0 0.0 0.0
0.0 0.0 0.0
0.0 0.0 0.0
0.1 0.0 0.0
-0.3 -0.2 -0.1
0.4 0.0 0.0
0.1 0.0 0.0
0.0 -0.2 0.0
0.0 0.1 0.1
0.1 0.3 0.2
-0.1 0.0 0.0
0.0 0.0 0.0
0.3 0.1 0.1
0.0 0.0 0.0
0.0 0.0 0.0

***

Which value of M does entry 1 give?
660.5 g mol⁻¹